15
Properties=species:S:1:pos:R:3:nbo_charge:R:1 method="wB97M-V/def2-TZVPD" homo_ev=-9.780 homo_lumo_gap_ev=9.8 de_lowest_ev=4.295 smiles=C#C[C@H](O)CCO charge=0 lumo_ha=-0.0005
O 2.287 0.380 0.884 -0.73
C 1.403 1.132 0.085 -0.07
C 0.545 0.243 -0.795 -0.45
C -0.507 -0.548 -0.052 0.10
O 0.007 -1.152 1.120 -0.73
C -1.800 0.203 0.248 -0.16
C -2.737 -0.339 -0.313 -0.10
H 1.737 -0.279 1.335 0.49
H 2.019 1.774 -0.551 0.18
H 0.754 1.785 0.694 0.16
H 1.186 -0.495 -1.290 0.22
H 0.031 0.818 -1.576 0.22
H -0.839 -1.326 -0.753 0.15
H -0.699 -1.179 1.777 0.49
H -3.384 -1.017 -0.815 0.23

15
Properties=species:S:1:pos:R:3:nbo_charge:R:1 method="wB97M-V/def2-TZVPD" homo_ev=-8.870 homo_lumo_gap_ev=8.9 de_lowest_ev=3.590 smiles="O=C1CC1.CC=O" charge=0 lumo_ha=0.0024
C 0.238 -0.037 -1.743 0.43
C 0.214 0.538 2.135 -0.51
C -0.904 0.434 1.136 -0.52
C 0.290 -1.532 -1.753 -0.73
C 0.335 1.385 0.958 0.58
O 1.254 0.670 -1.770 -0.53
O 0.346 2.581 0.829 -0.46
H -0.753 0.442 -1.755 0.13
H 0.003 1.057 3.064 0.23
H 0.898 -0.295 2.220 0.23
H -1.824 0.972 1.326 0.23
H -1.018 -0.523 0.650 0.21
H 0.503 -1.891 -0.745 0.24
H -0.659 -1.934 -2.114 0.22
H 1.076 -1.866 -2.437 0.25

15
Properties=species:S:1:pos:R:3:nbo_charge:R:1 method="wB97M-V/def2-TZVPD" homo_ev=-8.564 homo_lumo_gap_ev=9.4 de_lowest_ev=4.760 charge=0 lumo_ha=0.0295
O 0.481 -1.174 0.563 -0.60
C 0.691 -1.031 -0.865 -0.08
C 0.037 0.316 -1.249 -0.43
C -0.850 0.683 -0.053 0.03
O -2.053 -0.052 -0.188 -0.71
C -0.003 0.252 1.095 0.08
C 0.861 0.499 2.040 -0.53
H 1.261 -0.902 1.301 0.51
H 0.199 -1.882 -1.338 0.20
H 1.763 -1.061 -1.077 0.20
H -0.559 0.233 -2.163 0.23
H 0.799 1.090 -1.384 0.22
H -1.039 1.764 -0.001 0.20
H -2.438 -0.150 0.692 0.48
H 0.847 1.415 2.627 0.21

15
Properties=species:S:1:pos:R:3:nbo_charge:R:1 method="wB97M-V/def2-TZVPD" homo_ev=-8.915 homo_lumo_gap_ev=9.6 de_lowest_ev=6.240 charge=0 lumo_ha=0.0243
O 2.613 -1.236 -0.489 -0.64
C 2.430 -1.232 0.810 0.08
C 0.059 0.979 0.063 -0.42
C -1.197 0.896 -0.823 0.08
C -1.977 0.276 0.346 -0.42
C -0.604 -0.403 0.228 0.07
O -0.782 -0.457 -1.236 -0.54
H 1.922 -1.787 -0.893 0.50
H 3.235 -0.536 1.156 0.06
H 0.052 1.660 0.920 0.20
H 1.004 0.986 -0.484 0.21
H -1.546 1.578 -1.600 0.19
H -2.163 0.906 1.219 0.20
H -2.833 -0.337 0.063 0.21
H -0.214 -1.295 0.720 0.21

15
Properties=species:S:1:pos:R:3:nbo_charge:R:1 method="wB97M-V/def2-TZVPD" homo_ev=-9.743 homo_lumo_gap_ev=10.8 de_lowest_ev=1.756 charge=0 lumo_ha=0.0378
O 2.008 -0.932 -0.317 -0.71
C 1.004 -0.347 0.485 0.07
C 0.659 1.056 -0.068 -0.47
C -0.743 0.715 -0.605 0.08
C -1.444 -0.007 0.564 -0.44
C -0.353 -1.016 0.194 0.06
O -0.518 -0.603 -1.200 -0.54
H 1.587 -1.033 -1.189 0.48
H 1.352 -0.388 1.520 0.19
H 0.687 1.903 0.625 0.22
H 1.411 1.167 -0.852 0.23
H -1.266 1.415 -1.260 0.20
H -1.481 0.442 1.562 0.20
H -2.425 -0.387 0.263 0.22
H -0.429 -2.093 0.350 0.20

15
Properties=species:S:1:pos:R:3:nbo_charge:R:1 method="wB97M-V/def2-TZVPD" homo_ev=-10.301 homo_lumo_gap_ev=11.1 de_lowest_ev=2.452 smiles=C#C[C@](C)(O)CO charge=0 lumo_ha=0.0301
C -0.456 -1.606 0.647 -0.61
C -0.154 -0.303 -0.121 0.14
O -0.689 -0.429 -1.420 -0.71
C -0.801 1.015 0.389 -0.07
O -0.816 1.958 -0.689 -0.72
C 1.315 -0.106 -0.168 -0.06
C 2.511 0.076 -0.182 -0.23
H -1.533 -1.776 0.751 0.22
H 0.012 -1.655 1.636 0.22
H -0.045 -2.436 0.061 0.23
H -0.850 0.508 -1.661 0.49
H -0.305 1.468 1.247 0.19
H -1.851 0.809 0.619 0.19
H 0.090 2.248 -0.882 0.48
H 3.563 0.224 -0.230 0.24

15
Properties=species:S:1:pos:R:3:nbo_charge:R:1 method="wB97M-V/def2-TZVPD" homo_ev=-9.006 homo_lumo_gap_ev=10.0 de_lowest_ev=2.082 smiles="CC(C)=O.C=C=O" charge=0 lumo_ha=0.0348
C -1.543 1.602 -1.785 0.73
C -2.775 1.922 -1.973 -0.80
C 0.484 -0.721 0.756 0.61
C 0.945 -2.146 0.891 -0.72
C 1.626 0.306 1.198 -0.73
O -0.395 1.440 -1.627 -0.46
O -0.561 -0.305 0.247 -0.54
H -3.643 1.943 -1.325 0.27
H -2.979 1.947 -3.023 0.26
H 0.237 -2.768 1.499 0.24
H 1.821 -2.242 1.365 0.21
H 1.008 -2.548 -0.080 0.24
H 2.620 -0.179 1.054 0.21
H 1.555 0.537 2.252 0.23
H 1.599 1.212 0.552 0.24

15
Properties=species:S:1:pos:R:3:nbo_charge:R:1 method="wB97M-V/def2-TZVPD" homo_ev=-8.348 homo_lumo_gap_ev=9.4 de_lowest_ev=5.226 smiles=C1OC[C@@H]2C[C@H]2O1 charge=0 lumo_ha=0.0391
C 1.383 -0.949 0.057 0.21
C 0.758 1.335 0.056 -0.05
C -0.595 0.831 -0.394 -0.34
C -1.933 -0.002 -0.179 -0.39
C -0.662 -0.631 0.334 0.05
H 1.411 -1.151 1.126 0.15
H 2.085 -1.582 -0.583 0.19
H 0.974 1.327 1.193 0.17
H 0.973 2.292 -0.360 0.20
H -0.340 0.513 -1.431 0.22
H -2.814 0.145 0.636 0.22
H -2.500 -0.427 -0.997 0.24
H -0.494 -0.636 1.403 0.19
O 1.605 0.303 -0.378 -0.53
O 0.149 -1.368 -0.484 -0.51

15
Properties=species:S:1:pos:R:3:nbo_charge:R:1 method="wB97M-V/def2-TZVPD" homo_ev=-8.141 homo_lumo_gap_ev=9.2 de_lowest_ev=3.981 smiles="C1=CO[C@@H]2C[C@@H]2O1.[H][H]" charge=0 lumo_ha=0.0382
C -1.451 0.032 1.016 -0.49
C -1.528 -0.026 -0.483 0.06
O -0.609 0.774 -1.175 -0.49
C 0.677 0.658 -0.719 0.00
C 1.164 -0.483 -0.218 0.05
O 0.363 -1.541 0.097 -0.48
C -0.993 -1.197 0.258 0.06
H -0.699 0.707 1.421 0.24
H -2.367 -0.024 1.594 0.23
H -2.467 -0.071 -1.022 0.21
H 1.171 1.614 -0.678 0.21
H 3.007 1.266 -0.569 0.00
H 2.205 -0.696 -0.022 0.21
H 3.103 1.092 0.144 0.00
H -1.577 -2.103 0.357 0.21

15
Properties=species:S:1:pos:R:3:nbo_charge:R:1 method="wB97M-V/def2-TZVPD" homo_ev=-9.183 homo_lumo_gap_ev=9.5 de_lowest_ev=3.360 charge=0 lumo_ha=0.0116
C 0.638 1.150 -1.810 -0.60
C 0.276 0.927 -0.343 -0.39
C 0.363 -0.551 0.043 -0.52
C 0.098 -0.777 1.503 0.80
O 0.581 -0.232 2.442 -0.53
C -1.873 -1.188 1.564 0.10
O -0.812 -1.909 1.762 -0.48
H 1.657 0.810 -2.026 0.20
H 0.579 2.212 -2.069 0.22
H -0.043 0.605 -2.474 0.20
H -0.743 1.282 -0.146 0.22
H 0.944 1.501 0.307 0.21
H -0.309 -1.156 -0.570 0.23
H 1.386 -0.919 -0.113 0.24
H -2.743 -1.754 1.932 0.10

15
Properties=species:S:1:pos:R:3:nbo_charge:R:1 method="wB97M-V/def2-TZVPD" homo_ev=-9.258 homo_lumo_gap_ev=10.0 de_lowest_ev=2.421 smiles=O[C@@H]1C[C@@]2(O)C[C@@H]12 charge=0 lumo_ha=0.0274
O -0.153 -1.352 -1.533 -0.68
C -0.214 -0.692 -0.317 0.27
C 1.000 -0.731 0.608 -0.45
C 0.894 0.807 0.718 0.11
O 1.770 1.470 -0.175 -0.70
C -1.434 -0.343 0.451 -0.44
C -0.480 0.771 0.056 -0.31
H -0.659 -0.847 -2.180 0.47
H 0.827 -1.280 1.540 0.21
H 1.921 -1.071 0.132 0.23
H 1.057 1.272 1.694 0.17
H -1.607 -0.641 1.485 0.21
H -2.334 -0.352 -0.165 0.22
H 1.426 1.285 -1.061 0.46
H -0.837 1.639 -0.492 0.22

15
Properties=species:S:1:pos:R:3:nbo_charge:R:1 method="wB97M-V/def2-TZVPD" homo_ev=-9.189 homo_lumo_gap_ev=9.4 de_lowest_ev=1.871 charge=0 lumo_ha=0.0072
C -0.702 0.433 0.198 -0.51
C -1.893 0.650 1.128 -0.62
C 0.496 -0.349 0.936 0.56
C 1.430 -0.710 -1.293 0.25
C 1.583 -0.693 0.051 -0.45
O 0.979 0.286 -2.078 -0.65
O 0.541 -0.446 2.138 -0.56
H 1.119 0.103 -3.014 0.50
H 1.907 -1.509 -1.857 0.16
H 2.390 -1.269 0.483 0.24
H -1.042 -0.007 -0.741 0.21
H -0.236 1.386 -0.063 0.22
H -2.166 1.702 1.181 0.21
H -2.764 0.091 0.791 0.20
H -1.641 0.332 2.139 0.24